1.
Density functional theory data (ωB97M-V with the def2-TZVPD basis set) for a molecular structure, C38H36BaF6N3O7PS3.

The geometry in ORCA input format:
```
! RIJCOSX wB97M-V def2-TZVPD def2/J DEFGRID3
* xyz -2 1
Ba -0.38885 0.49586 0.52619
C 4.68003 -1.88466 -3.39259
C 4.86535 -0.61483 -2.60064
C 6.17423 -0.18660 -2.36358
C 6.45622 0.98823 -1.68628
C 5.40876 1.77380 -1.22698
C 4.10742 1.34853 -1.42664
C 3.80481 0.16009 -2.10392
P 1.97992 -0.10039 -2.20987
C 1.71798 -1.87435 -2.64191
C 0.90719 -2.23026 -3.72143
C 0.53477 -3.54905 -3.94090
C 0.96530 -4.54094 -3.07281
C 1.76844 -4.19986 -1.99512
C 2.15552 -2.88320 -1.76318
C 3.05642 -2.58363 -0.59879
C 1.47408 0.85466 -3.62980
C 1.95817 0.58528 -4.92039
C 1.41973 1.14537 -6.05518
C 0.28564 1.98729 -5.88755
C -0.17036 2.33307 -4.65593
C 0.50139 1.92550 -3.43036
C 0.19365 2.51809 -2.23780
H 5.60939 -2.13825 -3.90541
H 3.89269 -1.78773 -4.13734
H 4.40365 -2.73062 -2.76033
H 6.99175 -0.79238 -2.74192
H 7.48467 1.28982 -1.52559
H 5.59911 2.70032 -0.69970
H 3.28892 1.94608 -1.03950
H 0.54950 -1.45387 -4.38631
H -0.10217 -3.79354 -4.78292
H 0.66623 -5.57173 -3.22132
H 2.08640 -4.96493 -1.29512
H 2.99748 -3.37477 0.14834
H 2.79184 -1.64231 -0.11790
H 4.09899 -2.49083 -0.91963
H 2.76994 -0.12974 -5.02815
H 1.80239 0.90522 -7.03889
H -0.23093 2.36717 -6.76449
H -1.02656 2.99240 -4.55881
H -0.61722 3.22948 -2.15778
H 0.79710 2.36777 -1.35139
N -1.36290 -0.56590 -2.04551
N -2.74669 -0.28212 -2.16398
C -3.40559 0.37726 -1.09406
O -4.63183 0.25490 -1.05287
O -2.64806 1.05691 -0.32964
H -0.86787 -0.07418 -2.78673
H -1.20084 -1.55978 -2.17502
H -3.31266 -0.99966 -2.58732
F -2.55754 -2.77864 -0.17518
C -1.85278 -3.56887 0.63217
F -2.68535 -4.41977 1.23360
F -0.98976 -4.25620 -0.10297
S -0.98164 -2.49707 1.88674
O -1.88466 -1.39320 2.08981
O 0.26487 -2.14234 1.23746
N -0.85668 -3.32125 3.20735
S 0.11133 -4.56099 3.39675
O 0.47872 -5.22516 2.17974
O -0.33005 -5.32706 4.52100
C 1.68545 -3.79296 3.99073
F 1.46797 -2.97303 5.02527
F 2.51877 -4.75922 4.39666
F 2.28927 -3.10047 3.02894
C 2.16965 0.32062 3.65122
C 2.95178 0.02381 2.40209
O 2.50642 0.29541 1.30368
C 4.28752 -0.64612 2.50881
C 4.71732 -1.23549 3.69478
C 5.93869 -1.88943 3.74631
C 6.74325 -1.94393 2.61576
C 6.32212 -1.35169 1.43233
C 5.09454 -0.71200 1.37619
H 1.42793 1.08744 3.41905
H 2.81668 0.66644 4.45747
H 1.67385 -0.59503 3.98864
H 4.08649 -1.20652 4.57368
H 6.25932 -2.36207 4.66622
H 7.69805 -2.45435 2.65665
H 6.94251 -1.39050 0.54563
H 4.74643 -0.25984 0.45688
S 0.43765 3.18711 1.93842
C -0.88740 3.11552 3.08800
C -0.67778 3.36738 4.45449
C -1.70927 3.27829 5.37534
C -2.99199 2.92385 4.97178
C -3.21942 2.66939 3.62565
C -2.19239 2.77152 2.69779
H 0.32092 3.63598 4.77893
H -1.50687 3.48016 6.42232
H -3.79557 2.84214 5.69383
H -4.20590 2.38295 3.28015
H -2.41523 2.58570 1.65179
*
```

Properties
strongest force on any atom: 0.93 eV/A
HOMO-LUMO gap: 4.94 eV
E_LUMO: 3.835 eV
energy above the lowest of the compared OMol25 structures with the same formula, charge and spin: 20.2 kcal/mol
total energy: -117591.4536 eV

Which charges does Löwdin predict for the atoms? In e, they are: 1.7109 -0.0475 -0.2584 -0.0757 -0.1110 -0.0969 -0.1109 -0.2942 1.0736 -0.3235 -0.1100 -0.0963 -0.1005 -0.0568 -0.2879 -0.0570 -0.3815 -0.1636 -0.1577 -0.1431 -0.0805 -0.3830 -0.0906 0.0741 0.0669 0.0624 0.0992 0.0923 0.1016 0.1024 0.0966 0.0947 0.0931 0.1115 0.0868 0.0421 0.0673 0.0861 0.0657 0.0825 0.0970 0.0437 -0.0348 -0.0453 -0.0265 -0.7839 -0.0296 -0.3284 0.0459 0.0662 0.1132 0.1424 -0.6630 0.1396 0.1426 0.5397 -0.3709 -0.4251 -0.2849 0.5784 -0.2797 -0.2808 -0.6709 0.1218 0.1251 0.1318 -0.0006 -0.3788 -0.0495 -0.1414 -0.0393 -0.0853 -0.0914 -0.0639 -0.0069 0.0300 0.0883 0.0846 0.1077 0.0973 0.0951 0.0985 0.0903 0.3589 -0.7707 -0.1584 -0.1316 -0.1358 -0.1029 -0.1551 0.0822 0.0846 0.0806 0.1009 0.0657

=====

2.
Density functional theory data (ωB97M-V with the def2-TZVPD basis set) for a molecular structure, C38H36GaN2O5PS6 in a non-equilibrium geometry.

The geometry in ORCA input format:
```
! RIJCOSX wB97M-V def2-TZVPD def2/J DEFGRID3
* xyz 0 1
Ga 0.68087 1.68554 -1.00867
N -2.99672 1.86355 -1.67470
C -3.13338 0.72571 -0.78307
C -4.06344 -0.26207 -1.15704
C -4.40534 -1.20816 -0.17851
C -3.81367 -1.24836 1.09084
C -2.74499 -0.38469 1.35054
C -2.42885 0.66132 0.45926
P -1.01570 1.73176 0.85363
C -1.78820 3.33958 1.21194
C -0.99818 4.43990 1.53346
C -1.50993 5.70605 1.73583
C -2.85869 5.90257 1.52842
C -3.61570 4.80292 1.16504
C -3.15469 3.50611 1.13415
C -0.34754 1.09818 2.48263
C 0.87640 0.25871 2.50189
C 1.35408 -0.21618 3.69298
C 0.73462 0.13499 4.89035
C -0.31720 0.99217 4.89823
C -0.83998 1.49704 3.74343
H -3.36684 1.72127 -2.54367
H -2.58611 2.75129 -1.42294
H -4.57846 -0.28602 -2.14967
H -5.19295 -1.94535 -0.42056
H -4.18582 -1.94148 1.82565
H -2.35964 -0.40814 2.34088
H 0.06197 4.32092 1.72134
H -0.75915 6.49680 1.94915
H -3.25095 6.90874 1.70204
H -4.66837 4.99450 1.02059
H -3.91000 2.68225 0.98022
H 1.34703 -0.08577 1.58885
H 2.20311 -0.92358 3.68190
H 1.14868 -0.21979 5.81140
H -0.73322 1.28145 5.85482
H -1.63750 2.23114 3.72803
C 0.85965 -7.46882 1.98249
C 1.42204 -6.12996 1.69553
C 2.78689 -5.87411 1.72598
C 3.24717 -4.64197 1.25404
C 2.41890 -3.74446 0.63755
C 1.05493 -3.95215 0.60371
N 0.20037 -2.99754 0.02554
C -0.26998 -3.11466 -1.27090
C -0.63278 -4.31915 -1.85129
C -1.22243 -4.39144 -3.09417
C -1.56056 -3.19076 -3.77363
C -1.11106 -2.00246 -3.25146
C -0.46611 -1.90618 -2.02018
C -0.01351 -0.58097 -1.62243
O -0.17785 0.45094 -2.34552
O 0.55521 -0.33928 -0.45578
C 0.51826 -5.07281 1.16921
C -0.94454 -5.22717 1.37655
H 1.56458 -8.14677 2.45332
H 0.56322 -7.92000 1.08753
H 0.04628 -7.26261 2.72060
H 3.46108 -6.66618 2.07175
H 4.25036 -4.32492 1.16859
H 2.88607 -2.89141 0.19821
H 0.27208 -2.03630 0.25954
H -0.41748 -5.23337 -1.29270
H -1.38714 -5.35313 -3.50892
H -2.05617 -3.22144 -4.72066
H -1.28032 -1.03013 -3.76079
H -1.37699 -5.78967 0.61082
H -1.35757 -4.18531 1.29947
H -1.24628 -5.64234 2.35630
C 4.42987 3.01022 -1.23484
S 3.35530 1.67857 -0.70799
O 2.56201 1.17617 -1.84642
O 4.22019 0.78261 -0.10032
O 2.27181 2.26715 0.14448
H 5.33819 2.54274 -1.61836
H 4.59858 3.68146 -0.41978
H 4.05132 3.56414 -2.14017
C 2.51397 2.73424 -4.88221
S 1.50057 4.22807 -4.97783
C 1.91056 4.98063 -3.45408
C 1.30462 4.64958 -2.28886
S -0.12608 3.64484 -2.00182
S 1.86234 5.58917 -0.91959
C 3.12388 6.43484 -1.63513
S 4.16602 7.29789 -0.74698
S 3.20884 6.16206 -3.39800
H 2.29723 2.26379 -5.84643
H 2.10971 2.07061 -4.08677
H 3.56922 2.84288 -4.70584
*
```

Properties
strongest force on any atom: 4.40 eV/A
HOMO-LUMO gap: 7.97 eV
E_LUMO: 0.050 eV
energy above the lowest of the compared OMol25 structures with the same formula, charge and spin: 0.0 kcal/mol
total energy: -179886.9566 eV

Which charges does Löwdin predict for the atoms? In e, they are: 0.1268 0.1332 -0.2733 -0.0325 -0.0838 -0.0845 -0.0724 -0.3002 1.1177 -0.3814 -0.1121 -0.0778 -0.0735 -0.0866 -0.0931 -0.2660 -0.0520 -0.0767 -0.0841 -0.1041 -0.0923 0.0511 0.0304 0.1279 0.1102 0.0966 0.0883 0.1115 0.1248 0.1137 0.1044 0.1355 0.0796 0.1212 0.1028 0.1109 0.1083 -0.0523 -0.2092 -0.0404 -0.0803 -0.0184 -0.2319 0.1077 -0.1523 -0.0188 -0.0466 -0.0719 -0.0295 -0.0596 -0.4687 -0.0109 -0.0984 -0.1611 -0.0458 0.0789 0.0695 0.0909 0.1132 0.0904 0.1140 0.0921 0.1102 0.0954 0.0916 0.1338 0.0538 0.0966 0.0884 -0.1005 0.4637 -0.2962 -0.2381 -0.3318 0.0755 0.0638 0.0591 -0.3740 0.8248 -1.0178 -1.0333 0.6893 0.8922 -1.5268 0.5600 0.9105 0.0338 0.0289 0.0383

=====

3.
Density functional theory data (ωB97M-V with the def2-TZVPD basis set) for a molecular structure, C38H37BCl5N11NaO2 in a non-equilibrium geometry.

The geometry in ORCA input format:
```
! RIJCOSX wB97M-V def2-TZVPD def2/J DEFGRID3
* xyz -1 1
Na -0.89315 -0.25671 -2.19635
O 5.67133 -1.96245 1.97084
C 5.07457 -0.89915 2.68112
C 3.93953 -0.35066 1.77146
C 2.97997 0.55069 2.21338
C 1.93196 0.88692 1.35215
N 1.87366 0.43938 0.10572
C 2.79167 -0.38850 -0.38196
C 3.84897 -0.85700 0.43745
C 2.75080 -0.74159 -1.81380
C 3.93539 -1.21224 -2.39267
C 3.95059 -1.68005 -3.69906
C 5.12950 -2.53371 -4.17513
O 5.46753 -3.57758 -3.24447
C 2.81282 -1.39119 -4.47890
C 1.69315 -0.87298 -3.83617
N 1.63621 -0.54204 -2.53601
H 6.38924 -2.38508 2.45637
H 5.77839 -0.08449 2.91832
H 4.58834 -1.23134 3.61362
H 3.08645 0.97914 3.21914
H 1.16815 1.60380 1.59807
H 4.58009 -1.54502 0.05416
H 4.88187 -1.16921 -1.80693
H 6.02640 -1.93366 -4.30336
H 4.88250 -3.05645 -5.11229
H 5.96364 -3.16287 -2.49902
H 2.66945 -1.76674 -5.49858
H 0.75722 -0.67439 -4.35794
B -0.63359 -4.26297 -2.17888
N -1.57929 -3.49954 -3.16395
C -2.64705 -4.04283 -3.82992
C -3.25194 -3.07617 -4.62537
C -2.40809 -1.91687 -4.42745
N -1.40444 -2.17191 -3.57685
N -0.63959 -3.68865 -0.76006
C -0.38857 -4.43108 0.34524
C -0.42529 -3.60596 1.45614
C -0.61766 -2.30943 0.92283
N -0.76187 -2.35354 -0.40892
H -1.05402 -5.37797 -2.04284
H 0.45576 -4.34764 -2.66285
H -2.87693 -5.06915 -3.62473
H -4.08398 -3.18189 -5.36424
H -2.62552 -0.93466 -4.81801
H -0.21111 -5.50837 0.25829
H -0.44126 -3.86091 2.48893
H -0.67982 -1.39055 1.47439
N 2.34091 3.06113 -2.71262
C 1.21155 3.97996 -2.65093
C -0.07091 3.30629 -2.12384
N 0.08088 2.15703 -1.29687
H 3.11999 3.54866 -3.15191
H 2.10458 2.27894 -3.29052
H 0.95423 4.54725 -3.60062
H 1.49624 4.73240 -1.94989
H -0.77272 2.96192 -2.97671
H -0.62926 4.13622 -1.65742
H -0.65977 2.16112 -0.59323
H 0.99568 1.94034 -0.87600
Cl -0.03750 1.64482 -5.91547
C -1.56585 2.04163 -5.16903
C -1.91076 1.77800 -3.85729
C -3.16664 1.91298 -3.28228
Cl -3.51425 1.46019 -1.65069
C -4.23729 2.27812 -4.14704
Cl -5.83995 2.16612 -3.64497
C -3.95962 2.77962 -5.43457
Cl -5.22984 3.32095 -6.46484
C -2.60630 2.69668 -5.87777
Cl -2.23774 3.33742 -7.43551
N -2.57736 0.13273 6.15886
C -2.44969 0.36197 7.54654
C -2.84548 -0.35148 8.65590
C -2.73298 0.31441 9.92090
C -2.30317 1.63119 9.97588
C -2.05411 2.40982 8.84239
C -2.08472 1.73800 7.61942
N -1.85655 2.26823 6.36611
C -2.22191 1.29720 5.51561
C -2.20291 1.46798 4.07282
C -1.53262 2.62159 3.64003
C -1.42870 2.83402 2.26646
N -1.85071 1.98804 1.30061
C -2.59825 0.96502 1.76280
C -2.71190 0.56736 3.11540
H -2.81094 -0.77070 5.73937
H -3.19756 -1.37499 8.54111
H -2.99623 -0.24911 10.81139
H -2.17938 2.11004 10.95360
H -1.82354 3.47013 8.88444
H -1.16655 3.39432 4.33991
H -0.92735 3.70856 1.86775
H -3.12474 0.41099 0.98833
H -3.28024 -0.32788 3.35354
*
```

Properties
strongest force on any atom: 3.97 eV/A
HOMO-LUMO gap: 5.66 eV
E_LUMO: 1.281 eV
energy above the lowest of the compared OMol25 structures with the same formula, charge and spin: 34.8 kcal/mol
total energy: -128199.1142 eV

Which charges does Löwdin predict for the atoms? In e, they are: 0.2330 -0.0748 -0.2054 -0.1557 -0.0248 -0.1104 0.1076 -0.1852 0.0590 -0.1899 0.0164 -0.1685 -0.1932 -0.0795 0.0052 -0.1221 0.1396 0.0943 0.1222 0.1222 0.1145 0.0909 0.0913 0.1225 0.1138 0.1237 0.0916 0.1185 0.0696 -0.4659 -0.0690 -0.1170 -0.0811 -0.1618 0.0313 -0.0810 -0.1202 -0.1015 -0.1891 0.0701 0.0561 0.0499 0.0970 0.0894 0.0867 0.1146 0.0618 0.0710 0.0005 -0.2830 -0.3056 0.0094 0.0624 0.0388 0.1163 0.0772 0.0584 0.1032 0.0229 0.0311 0.6303 -0.7386 -0.2003 -0.7257 0.6805 -0.7543 0.6710 -0.7200 0.6309 -0.6986 0.6155 0.1593 -0.1836 -0.0236 -0.0949 -0.1187 -0.0163 -0.2401 0.1617 -0.2630 -0.1526 -0.0133 -0.1321 0.0660 -0.1346 0.0066 0.1649 0.1043 0.0938 0.1000 0.1095 0.1172 0.1081 0.0838 0.1077

=====

4.
Density functional theory data (ωB97M-V with the def2-TZVPD basis set) for a molecular structure, C38H37GeN4O7SeZr in a non-equilibrium geometry.

The geometry in ORCA input format:
```
! RIJCOSX wB97M-V def2-TZVPD def2/J DEFGRID3
* xyz 1 1
Zr 11.56771 12.06769 15.58529
O 7.76745 10.64887 20.21956
C 8.60726 10.41620 19.35666
C 8.36510 10.32569 17.85878
O 7.29995 10.03062 17.37200
C 9.56627 10.67255 17.15140
C 10.61112 10.82847 18.06326
O 11.78082 11.27763 17.56173
C 10.17172 10.58531 19.41800
O 10.78334 10.64128 20.44047
O 9.81641 10.95882 15.89409
Se 13.93353 12.63042 18.21769
N 13.31595 13.21096 16.60641
C 14.08786 14.18219 16.12533
C 13.79046 14.97424 14.93866
C 14.83108 15.84479 14.63666
C 16.12466 15.94459 15.27618
C 16.35959 15.26002 16.38072
C 15.31755 14.33767 16.86380
N 15.45995 13.52125 17.86914
H 12.87276 14.85005 14.35196
H 14.66379 16.51604 13.81582
H 16.80777 16.58349 14.78818
H 17.31143 15.31404 16.88460
O 12.47473 12.82696 13.76788
C 11.40691 12.59410 13.09322
O 10.46482 12.07754 13.71820
C 11.36628 12.84974 11.64589
C 11.11692 11.55103 10.83313
Ge 12.63963 10.41677 10.71722
C 14.18246 11.51580 10.09842
C 14.70254 12.52110 10.85982
C 15.61712 13.44293 10.29486
C 15.99240 13.37758 8.97742
C 15.51336 12.29567 8.19249
C 14.65745 11.35402 8.76668
C 13.20900 9.99824 12.57812
C 12.29315 9.50063 13.52545
C 12.60351 9.62035 14.86585
C 13.89404 9.87221 15.28509
C 14.87333 10.12726 14.33653
C 14.48021 10.22423 13.01728
C 12.25907 8.80336 9.68984
C 12.65029 7.52310 10.12326
C 12.34730 6.38356 9.41671
C 11.73571 6.51726 8.18530
C 11.36870 7.78135 7.77258
C 11.55985 8.93697 8.52254
H 12.42189 13.15051 11.34087
H 10.64170 13.58402 11.38421
H 10.77307 11.91740 9.78910
H 10.28267 10.90773 11.19626
H 14.37820 12.67007 11.93258
H 16.04963 14.11154 11.05707
H 16.55418 14.17367 8.55401
H 16.02911 12.21906 7.24897
H 14.33066 10.43040 8.25615
H 11.24030 9.21762 13.30490
H 11.81478 9.30068 15.62726
H 14.11919 9.76523 16.36041
H 15.90797 10.25564 14.65380
H 15.17671 10.55371 12.31236
H 13.28021 7.38546 10.97422
H 12.61109 5.40137 9.82401
H 11.58300 5.57761 7.62154
H 10.86913 7.92428 6.83054
H 11.29910 9.90700 8.10004
C 6.96128 14.35166 18.99700
C 7.44549 15.06212 17.74487
N 8.85430 14.70509 17.44746
C 9.76660 15.39451 18.38405
C 10.48476 14.48195 19.36960
C 9.24804 14.00473 16.41276
C 8.19142 13.41859 15.49310
N 10.54157 13.87303 16.10203
H 5.93953 14.66358 19.27070
H 7.50949 14.50686 19.97603
H 6.97460 13.31414 18.82215
H 7.35226 16.13975 17.89986
H 6.73376 14.79737 16.92550
H 9.16531 16.10105 18.95437
H 10.46833 16.05060 17.79960
H 9.80885 13.84671 19.91317
H 11.11743 15.05051 19.96392
H 11.10522 13.79314 18.81269
H 7.52228 14.24344 15.30680
H 7.66566 12.56755 15.98044
H 8.58437 13.03910 14.54038
H 11.26880 14.36626 16.62730
*
```

Properties
strongest force on any atom: 2.98 eV/A
HOMO-LUMO gap: 6.92 eV
E_LUMO: -4.249 eV
energy above the lowest of the compared OMol25 structures with the same formula, charge and spin: 0.0 kcal/mol
total energy: -183438.2835 eV

Which charges does Löwdin predict for the atoms? In e, they are: 1.8939 0.1572 -0.1782 -0.2979 0.1464 -0.2671 -0.2340 -0.3570 -0.2857 0.1479 -0.1795 1.2475 -0.3639 -0.3284 0.0011 -0.0284 -0.0623 0.0052 -0.3492 -0.1895 0.1005 0.1048 0.1052 0.1229 -0.1522 -0.6184 -0.0851 -0.1259 -0.2499 1.0237 -0.2747 -0.1558 -0.0841 -0.0775 -0.0599 -0.0822 -0.2378 -0.0833 -0.2053 -0.1066 -0.0348 -0.1010 -0.2838 -0.1019 -0.0876 -0.0759 -0.0840 -0.1205 0.1160 0.1226 0.1164 0.0913 0.1061 0.1073 0.0960 0.1018 0.1023 0.1399 0.1357 0.1199 0.1231 0.0806 0.0917 0.1166 0.1219 0.1029 0.1079 -0.0595 -0.1797 -0.0365 -0.1687 -0.0364 -0.3512 0.0283 -0.0065 0.0960 0.1016 0.0521 0.1250 0.1233 0.1181 0.1425 0.0805 0.0682 0.0305 0.0814 0.1124 0.0799 0.0519